# CH3F3N2S

A cluster of 2 separate species, CH3F3N2S in total at a distorted geometry (wB97M-V/def2-TZVPD, the OMol25 dataset).

The energy above the lowest of the compared OMol25 structures with the same formula, charge and spin comes out at 0.546 eV. Its HOMO-LUMO gap is 8.20 eV. The charge is 0. Its total energy is -847.096164 a.u. The value obtained for the LUMO energy is -0.0620 Ha. As for the HOMO energy: -9.89 eV.

Last column: Mulliken charge in e.
Geometry (Å):
C -3.905711 0.883899 1.142361  0.558
N -3.228899 -1.993599 2.064698  -0.206
N -0.345405 -0.838070 -0.683695  -0.666
F -3.226732 1.247312 2.211029  -0.201
F -5.117625 1.521262 1.106931  -0.208
F -3.259192 1.272246 0.029287  -0.208
S -3.966894 -1.237766 1.047530  0.257
H 0.718551 -0.863243 -0.773033  0.234
H -0.544515 0.198278 -0.460102  0.225
H -0.754013 -1.244517 0.208734  0.216

Cartesian forces (eV/Å) of the 2 atoms listed first:
-0.62 -0.84 -0.41
-0.12 0.85 -0.16

***

# C4H6O2

A cluster of 2 separate species, C4H6O2 in total at a distorted geometry (wB97M-V/def2-TZVPD, the OMol25 dataset).

The energy above the lowest of the compared OMol25 structures with the same formula, charge and spin comes out at 1.822 eV. Its HOMO-LUMO gap is 11.52 eV. The charge is 0. Its total energy is -306.439340 a.u. The value obtained for the LUMO energy is 0.0429 Ha. As for the HOMO energy: -10.35 eV.

Last column: Mulliken charge in e.
Geometry (Å):
C -0.911638 -0.761846 0.717538  -1.142
C 0.230866 0.203706 0.561541  0.299
C 1.607958 -0.242227 0.349415  -0.430
O 0.831486 0.270080 -0.725610  -0.364
C -1.446974 1.578782 -2.048698  0.154
O -1.051511 1.712043 -3.104792  -0.172
H -1.129573 -0.935412 1.776326  0.320
H -1.812622 -0.361316 0.242464  0.245
H -0.672174 -1.720827 0.248359  0.316
H 0.088407 1.182393 1.022983  0.313
H 1.822818 -1.309796 0.298293  0.216
H 2.442958 0.384422 0.662183  0.245

Cartesian forces (eV/Å) of the 2 atoms listed first:
-0.02 -0.04 -0.02
-0.16 0.02 0.22

***

# C6H9N

An isolated molecule of C6H9N (wB97M-V/def2-TZVPD, the OMol25 dataset).

The energy above the lowest of the compared OMol25 structures with the same formula, charge and spin comes out at 5.657 eV. Its HOMO-LUMO gap is 10.37 eV. The charge is 0. Its total energy is -288.574150 a.u. The value obtained for the LUMO energy is 0.0319 Ha. As for the HOMO energy: -9.51 eV.

Last column: Mulliken charge in e.
Geometry (Å):
C 2.323005 0.451551 -0.099392  -1.045
C 1.555825 -0.787139 0.105192  0.774
C 1.082122 -1.925852 0.372025  -1.010
C -0.136281 -1.002227 -0.482975  -0.366
N -1.179067 -0.662182 0.452456  -0.301
C -2.235231 0.183730 -0.074965  -0.439
C -1.245091 0.715023 0.893120  -0.252
H 2.381669 0.717639 -1.159549  0.344
H 3.340301 0.268963 0.258580  0.312
H 1.914199 1.296185 0.464640  0.291
H 0.072914 -0.166595 -1.182447  0.364
H -0.461175 -1.828026 -1.116521  0.428
H -3.242644 -0.076093 0.237093  0.242
H -2.149797 0.530508 -1.105978  0.225
H -0.513241 1.423754 0.501953  0.186
H -1.507514 0.860759 1.936774  0.248

Cartesian forces (eV/Å) of the 2 atoms listed first:
0.03 0.02 0.02
-0.13 -0.46 0.13

***

# C8H15N4

The ion C8H15N4 with charge +1 at a distorted geometry (wB97M-V/def2-TZVPD, the OMol25 dataset).

The energy above the lowest of the compared OMol25 structures with the same formula, charge and spin comes out at 3.159 eV. Its HOMO-LUMO gap is 7.30 eV. The charge is +1. Its SMILES is C=[N+]1CCN=C1NN1CCCC1. Its total energy is -532.476926 a.u. The value obtained for the LUMO energy is -0.1873 Ha. As for the HOMO energy: -12.40 eV.

Last column: Mulliken charge in e.
Geometry (Å):
C 0.641484 -2.144381 -1.172226  -0.049
N 0.777263 -1.037667 -1.780855  0.238
C 0.900850 -0.863084 -3.211689  -0.562
C 1.937216 0.267774 -3.359929  -0.543
N 1.788805 1.005640 -2.126844  -0.534
C 1.029589 0.302055 -1.363774  0.187
N 0.367326 0.952308 -0.349706  -0.418
N -0.250025 0.358065 0.745829  0.252
C -1.592543 0.993240 1.061949  -0.607
C -1.835725 0.681600 2.521554  -0.572
C -0.715596 -0.271524 2.998239  -0.602
C 0.435843 0.273826 2.088649  -0.541
H 0.721639 -3.014362 -1.720267  0.316
H 0.476002 -2.214813 -0.114101  0.236
H -0.066543 -0.555428 -3.619272  0.313
H 1.307462 -1.722803 -3.664971  0.390
H 2.892135 -0.256848 -3.152550  0.374
H 1.705557 0.841913 -4.218394  0.362
H 0.569713 2.021465 -0.449865  0.319
H -2.260529 0.520300 0.201927  0.286
H -1.562897 2.149877 0.731521  0.276
H -2.909014 0.270503 2.698133  0.296
H -1.844784 1.623896 2.992000  0.302
H -0.546300 -0.202520 4.066515  0.368
H -0.912906 -1.356010 2.892962  0.275
H 0.781506 1.329983 2.423300  0.324
H 1.318219 -0.394939 2.223156  0.315

Cartesian forces (eV/Å) of the 2 atoms listed first:
-0.07 1.60 1.15
-0.10 0.11 -0.28